Entry 1:
DFT (ωB97M-V/def2-TZVPD) results for a 7-piece molecular cluster, C56H120N6O7 overall at a distorted geometry.

Values from the calculation:
E_HOMO (eV): -7.83
Multiplicity: 1
Energy above the lowest of the compared OMol25 structures with the same formula, charge and spin (eV): 0.000

Geometry as XYZ:
```
189
Properties=species:S:1:pos:R:3:mulliken_charge:R:1
C -1.87969 -7.66956 1.24411 -2.003
C -1.53344 -6.82842 2.46732 1.518
C -0.19347 -6.13197 2.21579 -1.022
C 0.12162 -4.93565 3.09976 -0.997
C -1.02566 -3.95444 3.00131 0.310
C -2.39665 -4.51154 3.30872 1.666
N -2.56362 -5.85242 2.77077 0.740
O -3.80262 -6.43672 3.05542 -0.554
C -2.80042 -4.42117 4.78660 -1.910
C -3.39456 -3.60373 2.52876 -1.860
C -1.33633 -7.74452 3.71017 -1.859
H -2.06190 -7.01555 0.39250 0.365
H -2.71635 -8.33876 1.44474 0.494
H -1.00704 -8.30511 1.07922 0.428
H 0.59168 -6.88474 2.37023 0.401
H -0.07033 -5.91022 1.14630 0.187
H 1.06452 -4.46646 2.82384 0.390
H 0.22347 -5.29102 4.13030 0.395
H -0.94570 -3.39767 2.06941 -0.815
H -0.87878 -3.17111 3.76186 0.421
H -1.94019 -4.78291 5.37629 0.408
H -3.00368 -3.40896 5.12671 0.407
H -3.59358 -5.11421 5.05393 0.357
H -3.11331 -3.54535 1.47518 0.169
H -4.41533 -3.98002 2.60754 0.450
H -3.37819 -2.58887 2.93756 0.345
H -0.82602 -7.17765 4.48243 0.355
H -0.87579 -8.70004 3.44846 0.440
H -2.32902 -8.04016 4.06017 0.397
H -4.25032 -6.54134 2.20852 0.340
C 1.32822 2.73380 1.58288 -0.849
C 0.23278 2.77558 2.66332 2.089
C -0.50891 1.44047 2.57577 -1.282
C 0.36243 0.28990 3.03645 2.394
C 0.78108 0.53920 4.48074 -2.070
C 1.53782 1.87586 4.63784 2.108
N 0.75866 2.91682 4.02558 0.383
O 1.32061 4.19497 4.26827 -0.483
C 1.65132 2.11008 6.15102 -2.021
C 2.99002 1.73576 4.10624 -1.084
C -0.71427 3.90641 2.34682 -2.449
H 0.84167 2.71140 0.60354 0.136
H 2.07828 1.95746 1.68081 -0.546
H 1.89556 3.67383 1.57695 0.600
H -1.42968 1.42492 3.16793 0.389
H -0.80805 1.31729 1.53076 0.078
H 1.24744 0.14324 2.41739 -1.543
H -0.15944 -0.67291 3.01629 -0.087
H 1.48492 -0.23291 4.80367 0.442
H -0.08516 0.51278 5.14459 0.437
H 2.20226 3.03539 6.32019 0.442
H 0.68079 2.16789 6.65379 0.434
H 2.14012 1.27249 6.65166 0.414
H 3.10496 0.86902 3.44966 -0.301
H 3.26052 2.60341 3.50144 0.246
H 3.73674 1.66389 4.89762 0.463
H -1.51024 4.01809 3.09116 0.458
H -1.24515 3.79656 1.39781 0.310
H -0.19934 4.86927 2.28471 0.527
H 0.57546 4.71593 4.57857 0.371
C 3.85129 3.82099 -2.02769 -2.428
C 2.68347 4.49365 -2.76323 2.360
C 1.47811 4.40665 -1.82587 -0.275
C 0.28166 5.26853 -2.24623 -1.009
C 0.76584 6.70269 -2.34340 -1.370
C 1.93238 6.86128 -3.34059 1.663
N 2.96443 5.90581 -2.96229 0.461
O 4.15385 6.07647 -3.71741 -0.492
C 1.41181 6.70263 -4.79025 -1.681
C 2.48487 8.27979 -3.20590 -2.084
C 2.37405 3.71060 -4.05823 -1.873
H 3.59310 2.81082 -1.72380 0.221
H 4.07839 4.41787 -1.13850 0.552
H 4.74630 3.88413 -2.64876 0.592
H 1.13654 3.36660 -1.73956 -0.477
H 1.73251 4.64352 -0.78629 0.268
H -0.49210 5.13455 -1.49067 0.396
H -0.05221 4.89544 -3.21591 0.361
H 1.15454 7.03776 -1.37733 0.390
H -0.00790 7.37879 -2.71382 0.563
H 1.12010 5.69513 -5.06949 0.320
H 0.68600 7.47896 -5.02054 0.414
H 2.28797 6.87033 -5.43236 0.406
H 3.13996 8.53912 -4.03464 0.391
H 1.66866 9.00034 -3.14126 0.436
H 3.03843 8.35000 -2.26487 0.438
H 2.82293 2.71554 -4.05440 0.351
H 2.85412 4.20180 -4.91058 0.438
H 1.31089 3.65536 -4.28257 0.305
H 4.74402 6.54155 -3.11673 0.338
C 2.56083 -2.98362 -1.13352 -2.140
C 1.47105 -1.91527 -1.26907 1.726
C 1.72711 -1.13835 -2.57011 -1.320
C 0.58277 -0.17104 -2.85909 0.303
C -0.70917 -0.97702 -2.93671 -1.606
C -1.05868 -1.80665 -1.69403 2.551
N 0.15193 -2.51030 -1.28677 -0.456
O -0.06639 -3.30566 -0.13724 0.477
C -1.65953 -0.90369 -0.62153 -1.242
C -2.07835 -2.86226 -2.11221 -1.948
C 1.69207 -0.95529 -0.08524 -0.121
H 2.53229 -3.37728 -0.11588 0.328
H 3.51840 -2.50196 -1.32547 0.351
H 2.43312 -3.82038 -1.82348 0.485
H 2.67654 -0.61393 -2.43580 0.182
H 1.83842 -1.81708 -3.42123 0.456
H 0.74497 0.28473 -3.83934 0.595
H 0.55351 0.62655 -2.11461 -0.444
H -0.69740 -1.60717 -3.82843 0.248
H -1.53328 -0.26270 -3.04843 0.512
H -1.00671 -0.07475 -0.34682 -0.003
H -2.59401 -0.46077 -0.97545 0.397
H -1.88337 -1.44774 0.30023 -0.169
H -2.38609 -3.45563 -1.24971 0.191
H -2.99314 -2.34348 -2.42377 0.352
H -1.70646 -3.45998 -2.93963 0.346
H 2.69966 -0.53814 -0.15593 -0.516
H 1.61292 -1.49840 0.86036 0.395
H 0.98567 -0.12969 -0.01602 -0.256
H 0.12918 -4.20099 -0.43200 0.160
C -7.56212 -1.13036 -2.87421 -1.584
C -8.09652 -0.77655 -1.46247 1.801
C -7.03286 -0.94244 -0.38777 -1.411
C -6.02313 0.18327 -0.39121 -0.279
C -6.72322 1.53408 -0.15939 -1.323
C -7.83395 1.80750 -1.16944 1.728
N -8.63550 0.58167 -1.35601 0.211
O -9.58691 0.79794 -2.39391 -0.541
C -8.78088 2.83198 -0.54622 -1.950
C -7.22676 2.34365 -2.46751 -1.727
C -9.22522 -1.74688 -1.17949 -2.083
H -7.01216 -2.06986 -2.80390 0.406
H -6.88449 -0.36536 -3.24328 0.346
H -8.40980 -1.23577 -3.54401 0.339
H -7.47418 -1.09520 0.60015 0.274
H -6.50427 -1.87678 -0.61180 0.488
H -5.47587 0.15314 -1.33691 0.181
H -5.31459 0.06687 0.43182 0.363
H -5.92181 2.27217 -0.25878 0.414
H -7.03495 1.56181 0.88625 0.356
H -8.21786 3.76611 -0.41550 0.398
H -9.62503 3.11068 -1.18003 0.420
H -9.15724 2.53092 0.42949 0.414
H -6.66556 3.26068 -2.29285 0.447
H -6.65816 1.55928 -2.95745 0.340
H -8.01764 2.61787 -3.17059 0.335
H -8.87725 -2.78468 -1.15803 0.408
H -10.03756 -1.76231 -1.91304 0.401
H -9.74784 -1.55062 -0.23700 0.458
H -10.41369 0.91271 -1.91785 0.364
C 5.68490 -1.38312 3.16826 -1.826
C 6.33337 -0.79791 1.92270 2.010
C 5.49253 -1.23752 0.71479 -1.218
C 5.67383 -0.40412 -0.56322 -1.091
C 5.58063 1.07850 -0.24992 0.626
C 6.46544 1.55457 0.90478 1.010
N 6.25487 0.66842 2.05250 1.177
O 6.97917 1.09872 3.18969 -0.598
C 7.91855 1.77744 0.51044 -1.913
C 5.89984 2.91165 1.34562 -1.545
C 7.76580 -1.33272 1.76938 -2.062
H 6.40815 -1.50344 3.98071 0.439
H 5.33002 -2.39119 2.93418 0.446
H 4.84515 -0.81189 3.56150 0.145
H 5.76133 -2.25262 0.40488 0.469
H 4.43492 -1.27873 0.99526 -0.032
H 4.90819 -0.64224 -1.30075 0.135
H 6.68504 -0.62858 -0.91634 0.788
H 4.56039 1.36972 0.02814 -0.886
H 5.80222 1.69840 -1.12453 0.648
H 7.97671 2.54012 -0.27028 0.454
H 8.50995 2.13099 1.35664 0.400
H 8.42967 0.89556 0.11774 0.293
H 4.85487 2.84460 1.65255 -0.019
H 6.40510 3.26123 2.25484 0.481
H 6.09189 3.73096 0.64949 0.336
H 7.86320 -2.35388 2.14307 0.478
H 8.36669 -0.74656 2.47930 0.381
H 8.23171 -1.22923 0.79345 0.329
H 6.29739 1.18086 3.86484 0.353
C -0.39875 -5.08451 -5.69769 -0.783
C -0.24077 -4.11897 -6.84531 -0.240
O 0.38234 -2.93216 -6.33697 -0.487
H 0.51264 -5.07639 -5.09824 0.244
H -0.72987 -6.07478 -5.99622 0.384
H -1.13488 -4.67838 -4.99193 0.058
H -1.17719 -3.89468 -7.35850 0.329
H 0.45200 -4.53498 -7.58618 0.232
H -0.00263 -2.14311 -6.72502 0.276
```


Entry 2:
DFT (ωB97M-V/def2-TZVPD) results for a 2-piece molecular cluster, CHClFNO overall at a distorted geometry.

Values from the calculation:
E_HOMO (spin up / spin down) (eV): -9.22 / -9.82
Multiplicity: 1
Energy above the lowest of the compared OMol25 structures with the same formula, charge and spin (eV): 3.411

Geometry as XYZ:
```
6
Properties=species:S:1:pos:R:3:mulliken_charge:R:1
C 1.09249 -0.40253 -0.15539 0.495
N -1.28430 -0.05137 0.25113 -0.357
O 1.49658 0.00157 -1.18497 -0.303
F 1.69307 -0.97584 0.78785 -0.125
Cl -1.62531 1.04404 -0.90431 0.028
H -1.37253 0.38413 1.20568 0.262
```


Entry 3:
DFT (ωB97M-V/def2-TZVPD) results for an isolated ion of composition C3H7BrN and charge +1 at a distorted geometry.

Values from the calculation:
E_HOMO (eV): -14.52
Charge: +1
Multiplicity: 1
Energy above the lowest of the compared OMol25 structures with the same formula, charge and spin (eV): 0.227

Geometry as XYZ:
```
12
Properties=species:S:1:pos:R:3:mulliken_charge:R:1
C 0.58091 2.01913 0.36041 -0.640
C 0.31771 0.78749 0.70539 -0.046
C -0.49225 -0.29543 -0.45653 -0.390
N 0.02642 -1.67617 -0.32082 -0.306
Br -2.41899 -0.31954 -0.08264 0.002
H 1.05989 2.68806 1.05853 0.277
H 0.34194 2.43106 -0.60534 0.241
H 0.48450 0.30801 1.65098 0.300
H -0.31648 0.10292 -1.45284 0.452
H -0.18331 -2.03148 0.62538 0.379
H -0.44600 -2.29756 -0.99725 0.365
H 1.04568 -1.71649 -0.48526 0.366
```


Entry 4:
DFT (ωB97M-V/def2-TZVPD) results for one molecule with the formula C5H10N2.

Values from the calculation:
E_HOMO (eV): -9.16
Multiplicity: 1
Energy above the lowest of the compared OMol25 structures with the same formula, charge and spin (eV): 2.373

Geometry as XYZ:
```
17
Properties=species:S:1:pos:R:3:mulliken_charge:R:1
C -1.52764 -0.79263 -0.05835 -0.666
C -0.89688 -0.04797 -1.19613 -0.218
N -0.76177 1.38604 -1.20551 -0.650
C -0.05776 -1.03073 -0.44399 -0.172
C 1.07755 -0.70513 0.51331 -0.153
C 1.94084 0.50768 0.43628 -0.452
N 0.97578 0.33861 1.52618 -0.658
H -1.71809 1.71561 -1.17501 0.272
H -1.67738 -0.21258 0.85991 0.238
H -2.41464 -1.38656 -0.28750 0.269
H -1.19800 -0.43844 -2.16621 0.391
H -0.35199 1.68158 -0.32553 0.226
H 0.22754 -1.89069 -1.05315 0.400
H 1.57173 -1.60212 0.88920 0.433
H 2.97894 0.46608 0.76809 0.255
H 1.74941 1.23750 -0.34796 0.221
H 0.14116 0.89462 1.36367 0.263
```


energy above the lowest of the compared OMol25 structures with the same formula, charge and spin of number 2 (CHClFNO)?
3.411 eV


The lowest energy above the lowest of the compared OMol25 structures with the same formula, charge and spin belongs to which entry?
C56H120N6O7


Look up the energy above the lowest of the compared OMol25 structures with the same formula, charge and spin of the third one.
0.227 eV